Molecular formula: C27H44IN2O17
Method: DFT, ωB97M-V/def2-TZVPD

Computed properties:
**Energy relative to the best compared isomer or geometry (same formula, charge and spin)**: 0.0 kcal per mole
**Orbital gap**: 6.959 eV
**HOMO level**: -0.4496 Eh
**LUMO level**: -5.28 eV
**Charge**: +1

Last column: Mulliken charge in e.
CARTESIAN COORDINATES (ANGSTROEM)
1 H -0.317 7.275 7.623  0.284
2 C -0.061 5.845 5.297  0.592
3 H -0.797 4.397 -5.632  0.369
4 C -0.895 1.244 -3.756  0.894
5 O 2.286 -8.471 -1.663  -0.358
6 O -2.226 0.345 -5.391  -0.380
7 N -1.192 -4.941 1.752  -0.393
8 H 1.749 3.347 4.635  0.260
9 O -1.315 -2.149 -1.703  -0.343
10 C -0.274 4.962 -4.857  -0.734
11 H -0.587 4.225 7.464  0.322
12 H -1.353 2.215 -3.610  -0.107
13 H 0.200 -3.501 3.230  0.409
14 H -0.450 -3.249 -3.054  0.411
15 C 0.285 3.620 1.638  -0.621
16 H -0.600 3.013 1.843  0.342
17 O -0.928 0.901 -7.146  -0.542
18 H 2.421 -9.629 -4.583  0.311
19 H 2.059 5.711 8.295  0.333
20 H 1.240 1.760 4.079  0.411
21 O 1.851 -7.866 0.458  -0.551
22 H -2.560 7.002 -5.789  0.328
23 H -0.561 -4.227 -1.805  0.185
24 H 1.494 -4.053 -0.039  0.551
25 H 1.549 -10.179 -2.535  0.275
26 C 0.123 -8.572 -2.374  -0.536
27 O -2.104 -2.369 3.773  -0.490
28 H 0.175 1.819 -1.980  0.088
29 H -2.843 0.333 -3.403  0.345
30 H -1.501 -3.459 -0.188  0.459
31 C 1.499 -9.102 -2.701  0.491
32 C 1.073 5.988 8.663  -1.269
33 H -1.566 -0.829 -3.830  0.099
34 C 1.108 2.830 3.922  -1.461
35 C -0.901 6.310 -4.587  0.565
36 H 2.210 4.038 2.515  0.260
37 I 2.522 -1.662 1.627  0.399
38 C -1.526 -2.438 2.705  0.051
39 C 0.126 6.284 7.510  0.510
40 C 0.072 -5.240 1.065  -0.881
41 O 2.096 1.657 -0.453  -0.524
42 C 0.021 -1.902 0.237  -0.782
43 C -1.107 0.844 -5.977  0.545
44 C 0.073 0.950 -2.622  -0.636
45 O 2.022 2.141 1.740  -0.361
46 O -2.107 4.339 -2.077  -0.542
47 C 1.668 2.310 0.446  0.549
48 H -1.367 -5.654 2.444  0.249
49 H -0.285 0.128 -1.998  -0.249
50 H -0.063 -7.588 -2.811  0.285
51 H -0.678 -9.249 -2.659  0.338
52 H -2.087 -2.356 1.758  0.372
53 H 0.024 4.671 1.707  0.301
54 H 0.553 -6.078 1.548  0.601
55 H 1.956 -4.332 1.575  0.520
56 H -0.574 -1.069 0.599  0.438
57 H 0.695 5.185 9.296  0.357
58 H 1.214 -8.370 -4.727  0.364
59 O 0.182 -8.433 -0.943  -0.317
60 H 0.081 3.101 4.166  0.344
61 H 1.193 6.863 9.299  0.306
62 H -1.849 5.419 7.846  0.325
63 C -1.556 4.820 -3.014  0.635
64 C -1.472 7.010 -5.810  -1.298
65 C -0.155 -3.182 -2.004  -1.169
66 H 0.767 -1.510 -0.432  0.555
67 C 1.465 3.243 2.504  0.769
68 C 1.480 -8.225 -0.614  0.657
69 C 2.012 -8.750 -4.089  -1.277
70 O -0.455 4.289 -3.600  -0.186
71 H 0.409 -1.779 3.278  0.479
72 O 0.143 5.869 4.127  -0.532
73 C -1.943 0.184 -3.995  -0.134
74 O -0.227 1.264 -5.037  -0.464
75 H 0.781 5.022 -5.109  0.337
76 H 2.803 -8.006 -4.034  0.331
77 C -0.010 -2.586 2.698  -0.455
78 H -1.134 6.541 -6.734  0.358
79 O 0.811 6.263 6.237  -0.346
80 H 1.064 0.703 -2.996  0.440
81 O -1.939 5.946 -3.647  -0.377
82 O 0.762 3.293 0.318  -0.219
83 C -0.942 5.241 7.274  -0.579
84 H -1.985 -4.999 1.131  0.243
85 H -1.151 8.050 -5.845  0.322
86 H -0.203 6.965 -4.061  0.268
87 O -1.196 5.380 5.867  -0.312
88 N 0.638 -2.716 1.334  -0.333
89 C 1.097 -4.100 0.966  -0.683
90 H -0.145 -5.607 0.068  0.148
91 C -0.856 -2.731 -0.646  0.464

Molecular formula: C27H44IrN3P3S
Method: DFT, ωB97M-V/def2-TZVPD

Computed properties:
**Orbital gap (alpha / beta)**: 5.998 / 3.394 eV
**HOMO level (alpha / beta)**: -0.6464 / -0.6870 Eh
**LUMO level (alpha / beta)**: -11.59 / -15.30 eV
**Charge**: +4
**Multiplicity**: 6

Last column: Mulliken charge in e.
CARTESIAN COORDINATES (ANGSTROEM)
1 H 3.676 -3.182 -0.629  0.471
2 H -2.532 -1.200 -2.204  0.399
3 C -1.400 0.940 2.835  -1.257
4 H 0.501 -3.162 1.880  0.149
5 H 0.094 -3.217 -1.695  0.076
6 C 6.675 0.704 -1.479  -0.595
7 H -3.905 -1.503 -1.099  0.311
8 H -6.679 0.509 1.081  0.509
9 H -1.471 1.219 3.896  0.663
10 H 3.285 -0.850 2.690  0.248
11 H 3.930 -2.458 2.268  0.542
12 H -2.285 0.017 0.429  0.576
13 H 1.250 2.774 -3.731  0.293
14 C -0.810 -3.802 -1.471  -1.167
15 C -1.901 0.783 -0.237  -0.616
16 C -6.163 2.875 -1.325  -0.913
17 H 1.555 4.242 -1.686  0.376
18 H 3.401 0.580 -2.465  0.636
19 H -1.217 -1.857 0.245  -0.285
20 H -2.873 -3.450 1.608  0.450
21 H 0.092 -0.723 4.695  0.481
22 P 2.191 -1.817 0.717  0.601
23 H -3.485 -2.708 -2.358  0.497
24 C -4.088 1.810 -0.710  1.691
25 C -2.924 -3.854 0.587  -1.326
26 H -2.203 3.296 -2.246  0.491
27 C 1.445 -3.358 1.362  -0.987
28 Ir 0.919 -0.117 0.351  0.946
29 S 2.525 1.477 0.138  -0.217
30 C 3.587 -1.498 1.859  -1.147
31 H -1.586 1.836 2.230  0.323
32 C -6.846 2.067 -0.405  0.519
33 H -2.164 0.183 2.622  0.298
34 C 6.487 1.054 -0.136  -0.601
35 H 3.099 2.782 -3.960  0.334
36 C 5.204 1.231 0.364  -0.665
37 C 4.280 0.680 -1.825  -0.925
38 H 7.683 0.593 -1.878  0.453
39 H 2.351 1.197 3.425  0.323
40 H 4.412 -1.011 1.324  0.289
41 H -2.525 -4.877 0.573  0.425
42 H 0.888 1.895 4.189  0.511
43 H -4.224 0.280 0.844  0.471
44 H -0.536 -4.709 -0.916  0.436
45 C 2.392 3.869 -2.285  -0.640
46 N -2.688 1.692 -0.863  0.428
47 H 2.143 -3.829 2.068  0.464
48 C 1.339 1.577 3.239  -1.405
49 C 2.971 -2.367 -0.836  -0.681
50 H 1.252 -4.056 0.539  0.384
51 C 0.377 -1.103 3.704  -1.264
52 N -0.623 0.986 -0.534  -0.126
53 H 2.203 -2.716 -1.536  0.229
54 H 5.714 0.254 -3.365  0.480
55 H 3.391 4.196 -1.976  0.308
56 H 1.392 -1.511 3.765  0.357
57 H 7.337 1.200 0.530  0.463
58 H 0.368 2.435 -1.832  -0.719
59 H -3.970 -3.865 0.254  0.436
60 C -6.143 1.133 0.366  -0.853
61 H -4.251 3.374 -2.201  0.454
62 P 0.274 0.275 2.504  0.855
63 H 1.397 2.441 2.563  0.401
64 H 5.020 1.541 1.394  0.519
65 H -6.710 3.607 -1.918  0.524
66 C 5.571 0.517 -2.316  -0.714
67 H -0.325 -1.896 3.422  0.315
68 C 4.083 1.047 -0.480  1.304
69 C -4.780 2.748 -1.481  -0.727
70 P -1.961 -2.814 -0.517  1.320
71 H 3.514 -1.534 -1.296  0.004
72 N -9.425 2.340 -0.138  -0.150
73 C -0.566 2.054 -1.430  0.044
74 C -1.842 2.485 -1.641  -0.416
75 C -4.756 1.000 0.222  -0.244
76 C -8.267 2.209 -0.255  -0.231
77 H -1.297 -4.080 -2.417  0.504
78 C -3.077 -1.973 -1.647  -1.248
79 C 2.232 3.094 -3.366  -0.461

Molecular formula: C27H44N16OP
Method: DFT, ωB97M-V/def2-TZVPD

Computed properties:
**Energy relative to the best compared isomer or geometry (same formula, charge and spin)**: 11.6 kcal per mole
**Orbital gap**: 10.066 eV
**HOMO level**: -0.4763 Eh
**LUMO level**: -2.89 eV
**Charge**: +1

Last column: Mulliken charge in e.
CARTESIAN COORDINATES (ANGSTROEM)
1 H -3.557 9.579 -2.094  0.198
2 H -0.199 -5.220 -6.724  0.340
3 H -1.771 -0.319 -0.402  0.368
4 N 3.412 -0.046 7.851  -0.484
5 C 1.136 -2.344 7.887  -0.035
6 C 0.737 -1.109 3.476  -0.945
7 C -0.419 -1.602 -2.233  0.257
8 H 1.161 0.745 -7.581  0.323
9 H -1.806 -1.143 11.953  0.278
10 C -3.873 10.062 -1.172  -0.712
11 C 0.141 -0.722 2.204  0.475
12 N -0.338 -0.400 1.213  -0.468
13 H 0.460 -2.196 8.725  -0.141
14 H -0.045 -1.393 4.182  0.245
15 C 0.372 -2.591 6.667  0.305
16 H 1.108 -4.712 -7.810  0.313
17 H 1.578 2.574 1.066  0.258
18 N -1.494 -0.843 -2.429  0.236
19 H -0.744 -0.151 10.935  0.294
20 C 1.167 -0.043 -6.831  -0.642
21 N 0.043 -2.553 -3.082  -0.342
22 H -4.762 10.658 -1.369  0.263
23 H 4.775 -3.129 -7.108  0.199
24 H -2.410 -3.975 -0.510  0.273
25 N -4.421 8.257 0.624  -0.393
26 O -2.086 -1.783 -4.898  -0.524
27 N 2.406 -2.131 -7.771  -0.415
28 C 1.255 2.726 0.038  -0.672
29 H 5.173 -4.543 -6.116  0.266
30 C -3.072 6.639 -3.339  0.284
31 C -1.555 -4.636 -0.378  -0.422
32 H 2.174 -2.681 -0.818  0.199
33 H 4.939 -2.962 -5.351  0.187
34 C -0.771 -0.933 11.692  -0.787
35 H 1.655 -3.857 -3.069  0.564
36 H -0.241 -0.591 12.578  0.279
37 C 4.290 -0.690 8.196  0.408
38 C -4.175 9.047 -0.163  0.370
39 C 1.869 -1.214 -7.352  0.375
40 N -1.190 3.616 -0.069  -0.385
41 H -2.938 0.304 -1.498  0.432
42 N 1.380 -2.469 -1.399  -0.387
43 C 5.323 -3.471 -6.233  -0.453
44 H -0.729 -4.065 0.044  0.144
45 H 5.560 -2.340 7.943  0.267
46 C -4.699 5.051 -0.156  -0.791
47 H 1.304 -0.273 3.885  0.355
48 N -4.566 2.692 -1.251  -0.443
49 H 1.304 1.779 -0.497  0.079
50 C -0.118 3.233 -0.004  0.422
51 C 1.723 -5.262 -5.885  0.472
52 C -0.137 -2.145 11.175  0.435
53 H 0.429 -0.968 -0.337  0.174
54 N -2.219 -6.599 1.195  -0.308
55 H -1.256 -5.023 -1.351  0.295
56 H -3.756 5.280 0.334  0.299
57 C 0.737 -4.669 -6.789  -0.566
58 H -1.808 5.002 -3.704  0.265
59 N 0.425 -1.578 -1.187  0.746
60 C 6.748 -3.180 -6.390  0.124
61 N -0.231 -2.778 5.714  -0.520
62 C 1.121 -3.077 -2.549  -0.441
63 H -1.041 6.376 -2.887  0.309
64 H 6.317 -0.917 8.682  0.321
65 H 1.669 0.319 -5.936  0.228
66 H -1.303 1.047 -1.468  0.390
67 H 1.917 3.441 -0.446  0.341
68 N -3.950 7.307 -3.633  -0.426
69 H -4.888 5.791 -0.932  0.187
70 H 1.778 -3.197 8.101  0.339
71 H -2.502 0.460 -4.304  0.103
72 H -2.151 5.321 -1.993  -0.075
73 H 1.402 -1.957 3.330  0.290
74 C -4.633 3.723 -0.760  0.310
75 C -1.870 0.127 -1.374  -1.223
76 C -1.929 -5.738 0.505  0.017
77 C 5.411 -1.518 8.639  -0.820
78 N 0.359 -3.092 10.772  -0.427
79 H -3.078 10.713 -0.813  0.277
80 N 2.481 -5.725 -5.164  -0.527
81 H 5.202 -1.920 9.628  0.276
82 H 0.140 -0.312 -6.585  0.155
83 C -1.950 5.782 -2.959  -0.347
84 N 7.860 -2.952 -6.513  -0.332
85 H 1.754 -1.452 7.759  0.003
86 H -5.501 5.095 0.577  0.436
87 P -2.502 -0.870 -3.830  0.299
88 H -3.782 -1.143 -3.305  0.121
89 H 0.562 -3.632 -6.520  -0.015

Calculated values (a.u.) of energy for the records, taken in order: -2741.0911 -2744.4536 -2347.5766.